Formula: C32H34F6N9O3SSc
Source: the Open Molecules 2025 dataset
Level of theory: ωB97M-V/def2-TZVPD

Multiplicity ... 1
Energy above the lowest of the compared OMol25 structures with the same formula, charge and spin ... 0.674 eV
Lowest unoccupied orbital energy ... -0.205 eV
Net charge ... 0
Kohn-Sham gap ... 7.52 eV
Energy ... -101134.5600 eV

Last column: Löwdin charge in e.
Positions of all 86 atoms, in Å:
C 0.30 -3.44 -2.83  -0.55
H 5.00 -0.48 1.08  0.09
C -3.01 -1.21 -3.74  -0.02
H 1.45 -4.64 -0.74  0.10
H -1.87 -2.33 4.02  0.10
C 6.04 1.27 -1.44  -0.06
F -0.79 -3.67 -2.09  0.16
C -0.70 0.33 -3.98  -0.13
H 1.37 4.27 -2.49  0.11
C -3.16 1.48 1.95  -0.04
H -4.84 2.65 5.78  0.08
N 3.40 1.94 -1.73  0.16
C 0.47 0.89 1.84  -0.41
N 1.08 1.83 -1.80  0.11
C 1.97 -0.57 2.78  -0.15
N -2.63 -1.46 -1.45  0.09
H 2.89 -0.03 4.64  0.09
N -0.35 1.06 0.79  -0.20
H -6.04 1.95 4.69  0.08
C -1.81 -1.89 1.93  -0.02
F 2.02 -0.89 -3.19  0.14
H 0.24 2.38 -1.97  0.06
C -2.37 2.59 1.69  -0.27
H 6.45 -0.67 0.10  0.09
O -1.69 2.23 -0.85  -0.31
C 1.51 1.47 3.91  -0.06
C -2.20 -0.92 -2.62  -0.31
H -1.18 0.41 -6.06  0.10
H 2.48 -1.53 2.69  0.11
C -3.70 -2.65 0.65  -0.02
H -0.84 -1.40 1.95  0.08
C -2.48 -1.98 0.71  -0.26
C -1.00 -0.15 -2.70  -0.14
H -4.71 0.66 3.16  0.11
C -5.31 2.75 4.80  -0.05
C 3.66 0.81 -0.97  -0.40
H 1.66 2.14 4.74  0.11
H 7.00 0.88 -1.14  0.09
C -3.48 3.79 3.44  -0.03
C -2.53 3.74 2.43  -0.06
C 2.20 0.25 3.86  -0.08
H -3.01 0.59 1.35  0.10
N 2.23 3.74 -2.52  0.16
Sc 0.22 -0.19 -0.84  0.98
C -4.10 1.53 2.96  -0.02
F 0.60 -4.61 -3.43  0.14
H -3.87 -1.84 -3.61  0.11
H 4.18 2.44 -2.12  0.12
F 2.63 -2.77 -4.08  0.16
O 0.95 -2.00 -1.05  -0.20
C 1.45 -2.87 -1.94  -0.45
S -1.09 2.44 0.45  0.60
H 2.95 -3.70 -0.63  0.08
N 4.99 0.55 -0.75  -0.15
H 0.10 2.73 2.89  0.09
H -4.19 -2.74 -0.30  0.10
H 0.20 0.91 -4.13  0.08
C 2.18 -4.07 -1.31  0.03
H 6.02 2.33 -1.18  0.09
C -3.60 -3.06 3.01  -0.09
C -2.38 -2.42 3.07  -0.08
H 5.95 1.15 -2.53  0.10
H 2.63 -4.70 -2.07  0.09
H -1.90 4.59 2.21  0.11
C 2.43 -2.14 -2.91  -0.54
C 2.15 2.48 -1.98  -0.46
H -3.60 4.69 4.03  0.11
H -4.05 -3.47 3.91  0.10
H 4.99 -1.53 -0.36  0.08
C 5.36 -0.60 0.06  -0.04
C -4.25 -3.19 1.79  -0.09
C -4.28 2.68 3.71  -0.27
N 1.14 -0.29 1.79  0.06
H -5.20 -3.71 1.73  0.10
C 0.64 1.79 2.90  0.00
F -0.06 -2.61 -3.82  0.16
C -2.63 -0.73 -4.98  -0.09
H 2.98 -0.65 0.07  0.05
F 3.66 -2.01 -2.37  0.13
C -1.48 0.04 -5.09  -0.08
H -3.21 -0.97 -5.86  0.10
N -1.90 -1.38 -0.41  0.04
N 2.69 0.14 -0.49  0.13
H -5.83 3.70 4.77  0.08
O -0.21 3.59 0.53  -0.31
H 3.05 4.29 -2.31  0.10



Formula: C2H2ClNO
Source: the Open Molecules 2025 dataset
Level of theory: ωB97M-V/def2-TZVPD

Multiplicity ... 1
Energy above the lowest of the compared OMol25 structures with the same formula, charge and spin ... 7.149 eV
Lowest unoccupied orbital energy ... -0.348 eV
Net charge ... 0
Kohn-Sham gap ... 9.86 eV
Energy ... -18158.2251 eV

Last column: Löwdin charge in e.
Positions of all 7 atoms, in Å:
H -2.34 0.63 1.20  0.10
O -1.21 -0.72 -0.37  -0.08
Cl 3.44 -0.48 -0.14  0.37
N 0.18 -0.23 -0.66  0.18
C -1.85 0.65 0.17  0.10
C -0.49 0.51 0.08  -0.26
H 2.26 -0.36 -0.28  -0.41



Formula: C24H34N2O7P2PtS2
Source: the Open Molecules 2025 dataset
Level of theory: ωB97M-V/def2-TZVPD

Multiplicity ... 3
<S²> ... 2.0067
Lowest unoccupied orbital energy (spin up / spin down) ... 4.314 / 4.306 eV
Net charge ... -2
Kohn-Sham gap (spin up / spin down) ... 6.20 / 6.75 eV
Energy ... -86255.2734 eV

Last column: Löwdin charge in e.
Positions of all 72 atoms, in Å:
C -3.50 4.54 -0.99  -0.09
C 3.43 3.40 -0.86  -0.65
H -2.97 3.06 -4.51  0.06
H 2.50 2.30 -2.48  0.09
C 1.93 -1.17 1.22  -0.19
C -3.51 3.17 -1.18  -0.09
C -4.80 0.37 -1.61  -0.38
H -2.91 5.52 -4.17  0.09
H 4.30 4.88 0.45  0.08
H -3.64 4.95 0.01  0.10
O 2.56 2.86 0.15  -0.20
C -0.05 4.37 3.24  -0.04
O 0.79 2.68 1.73  -0.19
H -2.49 3.27 2.39  0.10
C -3.08 4.86 -3.33  -0.10
H 4.43 5.27 -1.28  0.08
O 0.75 4.68 0.09  -0.28
C 3.78 4.84 -0.51  -0.04
C -1.62 3.11 1.75  -0.06
C -4.69 -0.68 -0.71  -0.09
C -3.29 5.39 -2.06  -0.10
H 5.11 2.56 0.19  0.08
O 0.29 2.26 -0.73  -0.41
H 2.82 -1.79 1.07  0.10
C -6.01 1.06 -1.72  -0.11
C -3.33 2.63 -2.45  -0.38
H 0.87 4.30 3.82  0.08
H -1.77 2.16 1.21  0.03
C 4.66 2.52 -0.81  -0.04
O 0.91 -3.19 1.93  -0.06
H -1.55 3.91 1.01  0.07
S -1.69 -0.03 -2.13  0.23
C -3.10 3.49 -3.52  -0.11
O -2.49 -0.09 1.32  -0.20
O -3.60 -1.74 2.35  -0.02
H 5.40 2.87 -1.54  0.08
S -3.92 0.44 -4.59  0.08
H 4.40 1.49 -1.03  0.08
H -3.66 2.50 -0.33  0.11
H 0.50 1.85 4.16  0.08
H -7.78 -0.57 0.67  0.09
H -0.62 0.96 3.10  0.07
H -1.53 -3.14 1.79  0.11
C 2.78 3.33 -2.24  -0.04
C -7.08 0.72 -0.91  -0.11
H -0.88 4.63 3.91  0.08
N 1.74 -0.15 0.20  -0.04
N -0.40 -1.62 0.85  -0.11
H 2.04 -0.67 2.18  0.12
H 2.87 5.44 -0.43  0.07
Pt -0.69 0.35 0.13  0.94
P -3.43 0.83 -2.71  0.02
H 1.90 -0.49 -0.74  0.08
C -1.65 -2.31 1.10  -0.16
C -0.35 3.03 2.57  -0.63
C -5.76 -1.02 0.12  -0.07
H 3.49 3.70 -2.99  0.08
C 0.73 -2.10 1.35  -0.58
H -3.29 6.47 -1.92  0.09
H -2.06 -2.69 0.16  0.11
H -8.02 1.26 -0.99  0.09
H -6.11 1.87 -2.43  0.10
H -3.74 -1.20 -0.63  0.06
C -0.44 1.92 3.60  -0.03
C -6.95 -0.32 0.02  -0.10
H 2.27 0.70 0.35  0.04
H 0.06 5.14 2.48  0.07
H 1.87 3.93 -2.28  0.08
C -2.67 -1.33 1.66  -0.67
H -5.63 -1.79 0.86  0.09
P 0.97 3.22 0.23  0.26
H -1.27 2.11 4.29  0.09



Formula: C4H3FN2O
Source: the Open Molecules 2025 dataset
Level of theory: ωB97M-V/def2-TZVPD

Multiplicity ... 1
Energy above the lowest of the compared OMol25 structures with the same formula, charge and spin ... 7.086 eV
Lowest unoccupied orbital energy (spin up / spin down) ... -1.677 / -1.488 eV
Net charge ... 0
Kohn-Sham gap (spin up / spin down) ... 7.67 / 7.12 eV
Energy ... -11935.1117 eV

Last column: Löwdin charge in e.
Positions of all 11 atoms, in Å:
F 1.44 2.12 -0.02  0.05
C -0.35 -1.22 0.05  -0.20
H -0.01 -2.85 1.58  0.10
N -1.49 0.42 -1.07  0.11
N -1.16 -0.68 -0.61  0.07
H 0.12 1.10 1.14  0.14
H 1.43 -1.79 0.95  0.10
C 0.41 1.26 0.06  -0.02
C -0.48 1.37 -1.09  -0.48
O -0.19 2.19 -1.93  0.12
C 0.28 -1.93 0.94  0.02



Formula: C4H12N4
Source: the Open Molecules 2025 dataset
Level of theory: ωB97M-V/def2-TZVPD

Multiplicity ... 1
Energy above the lowest of the compared OMol25 structures with the same formula, charge and spin ... 4.583 eV
SMILES ... [H]/N=C(\N)N(C)N.C=C
Lowest unoccupied orbital energy ... 0.620 eV
Net charge ... 0
Kohn-Sham gap ... 7.87 eV
Energy ... -10298.6881 eV

Last column: Löwdin charge in e.
Positions of all 20 atoms, in Å:
N 1.77 -0.28 -0.39  0.07
N 0.41 -0.40 0.06  -0.29
H -1.12 1.12 -0.27  0.10
H 0.30 -2.37 -0.64  0.09
H -0.85 0.72 -3.33  0.03
H -0.50 -0.51 2.73  0.10
H 0.69 -2.22 1.09  0.08
H -0.97 -1.93 0.53  0.07
N -0.84 0.22 2.12  0.10
H 0.38 1.71 -2.32  0.03
C -0.93 0.41 -1.24  -0.18
H -1.74 -0.05 1.74  0.09
N 0.93 1.53 1.36  0.15
H 0.61 2.11 2.14  0.07
H 1.71 -0.02 -1.38  0.06
H 2.14 0.56 0.08  0.06
C -0.40 0.95 -2.38  -0.12
C 0.08 -1.82 0.28  -0.07
C 0.07 0.60 1.15  -0.50
H -1.72 -0.33 -1.33  0.07



Formula: C2H3N2O4PS
Source: the Open Molecules 2025 dataset
Level of theory: ωB97M-V/def2-TZVPD

Multiplicity ... 1
Energy above the lowest of the compared OMol25 structures with the same formula, charge and spin ... 3.635 eV
SMILES ... O=c1c(=O)n1NP(O)(O)=S
Lowest unoccupied orbital energy ... -0.011 eV
Net charge ... 0
Kohn-Sham gap ... 9.26 eV
Energy ... -33416.0853 eV

Last column: Löwdin charge in e.
Positions of all 13 atoms, in Å:
C -2.53 -0.15 0.44  -0.27
H 3.25 -0.13 1.02  0.16
O -3.51 -0.33 1.12  0.13
N -1.18 -0.42 0.33  0.10
P 1.36 0.22 -0.06  0.02
H 0.25 -0.68 1.70  0.11
H 0.28 0.14 -1.88  0.09
N 0.21 -0.81 0.68  -0.03
O 2.64 -0.56 0.30  -0.18
S 1.22 2.10 0.60  0.20
C -1.77 0.09 -0.81  -0.27
O -1.48 0.52 -1.91  0.09
O 1.25 0.01 -1.56  -0.15



Formula: C18H22Cl2InN4O6
Source: the Open Molecules 2025 dataset
Level of theory: ωB97M-V/def2-TZVPD

Multiplicity ... 1
Lowest unoccupied orbital energy ... -2.276 eV
Net charge ... -1
Kohn-Sham gap ... 3.34 eV
Energy ... -67483.3764 eV

Last column: Löwdin charge in e.
Positions of all 53 atoms, in Å:
O 1.02 1.97 -1.17  -0.15
H -6.94 0.78 -1.35  0.14
O -0.24 0.49 -2.01  -0.05
C -1.89 -2.58 0.42  -0.15
C 3.51 2.31 0.94  -0.15
C -0.11 -3.54 -0.54  -0.14
N -5.99 1.02 -1.57  -0.02
H 2.72 -3.27 -1.56  0.10
H 3.10 1.16 3.98  0.11
H -2.19 -1.09 -1.14  0.08
H 2.24 -1.48 -3.28  0.16
N 2.72 -1.34 -2.40  0.06
In 0.91 -0.31 0.79  1.04
C -1.66 -1.93 -0.71  -0.15
C 0.34 1.55 -2.17  -0.90
C 3.38 -0.22 -2.02  -0.16
H 4.53 -2.15 0.27  0.09
C -3.80 0.99 -1.50  -0.12
N -0.93 -3.57 0.57  0.04
O -1.85 -1.71 4.94  0.08
H 1.93 3.75 0.74  0.15
H -5.06 -0.56 -0.55  0.11
C 2.18 2.70 2.57  -0.18
C -5.56 2.16 -2.24  -0.12
H 3.34 0.65 -2.66  0.12
H -6.38 2.79 -2.54  0.09
C -4.93 0.31 -1.18  -0.16
H -0.20 -2.22 -2.31  0.09
C -0.59 -2.55 -1.36  -0.13
H 0.86 2.88 -2.90  0.10
O -1.03 -0.77 3.00  -0.09
H 3.96 2.52 -0.02  0.11
H 4.74 0.87 2.04  0.11
Cl 2.50 -2.83 2.65  -0.40
H -3.55 3.02 -2.21  0.10
C 4.13 -0.44 -0.89  -0.15
O 0.36 2.17 -3.32  0.14
H 1.39 3.20 3.12  0.10
C 3.89 1.54 2.00  -0.17
H -2.57 -2.43 1.24  0.12
H -0.97 -4.22 1.34  0.15
C 3.93 -1.72 -0.52  -0.15
H -2.55 -1.30 5.45  0.09
C 3.04 -2.25 -1.45  -0.17
C -4.19 2.16 -2.09  -0.12
N 2.40 3.06 1.30  0.05
C 3.03 1.67 3.03  -0.11
Cl -1.30 2.32 1.46  -0.10
O -2.55 0.32 4.14  0.00
H 0.67 -4.28 -0.66  0.10
H 4.78 0.27 -0.40  0.09
H -2.76 0.80 -1.27  0.07
C -1.80 -0.70 4.01  -0.74



Formula: C34H42N4P2Pd
Source: the Open Molecules 2025 dataset
Level of theory: ωB97M-V/def2-TZVPD

Multiplicity ... 5
<S²> ... 6.0674
Energy above the lowest of the compared OMol25 structures with the same formula, charge and spin ... 2.909 eV
Lowest unoccupied orbital energy (spin up / spin down) ... -5.983 / -9.521 eV
Net charge ... +2
Kohn-Sham gap (spin up / spin down) ... 4.96 / 2.95 eV
Energy ... -63930.2226 eV

Last column: Löwdin charge in e.
Positions of all 83 atoms, in Å:
H 0.09 0.24 -1.53  0.05
C -0.24 -1.54 4.34  -0.31
H 0.58 4.65 3.93  0.12
H -1.42 -3.36 4.31  0.11
C 2.18 3.66 1.72  -0.09
C 2.85 0.50 -2.75  -0.09
H -1.28 -1.23 8.07  0.11
C 1.20 4.80 1.84  -0.18
C -1.44 1.36 -3.43  -0.01
H 0.45 -3.52 2.99  0.00
C -0.61 2.59 0.54  -0.20
C 0.24 -0.69 -2.09  -0.49
H -1.18 -1.59 2.44  0.06
H -0.77 0.77 -4.04  0.13
N 2.79 -0.30 -1.60  -0.20
H 1.81 5.68 2.10  0.12
H -1.34 -1.60 -3.29  0.11
C -4.43 -0.49 -2.99  -0.14
C 1.94 -2.42 -3.78  -0.06
C -4.07 -2.59 -2.27  -0.14
N -2.06 0.88 -2.27  -0.16
H -4.36 0.58 -3.01  0.08
C 1.28 -3.18 2.36  -0.18
H 2.77 2.00 0.54  0.08
C 2.96 -4.42 -3.44  0.00
H -1.29 3.25 3.82  0.12
H 1.52 -1.51 -4.19  0.10
H 5.83 0.97 -1.41  0.12
H 0.44 1.48 2.02  0.09
C 0.62 1.81 0.99  -0.20
P -2.20 -0.79 -1.16  1.20
C -1.43 3.12 1.71  -0.10
H 2.04 0.57 -3.47  0.10
C 2.64 -3.88 -2.20  -0.03
N -3.68 -1.26 -2.08  -0.28
H 2.57 -3.57 -5.51  0.12
H 0.53 -0.39 -3.10  0.02
H 0.73 0.89 0.40  0.05
H 1.75 -4.00 1.79  -0.01
C 0.19 -0.65 6.58  -0.07
C -2.60 3.11 -2.54  0.03
H -2.16 -3.12 6.68  0.11
C -2.81 1.95 -1.77  -0.08
H 0.70 0.08 7.23  0.12
H 2.81 -4.24 -1.19  0.13
H -0.33 3.41 -0.12  0.11
H 4.39 1.82 -3.56  0.12
H 1.44 -0.22 4.84  0.12
H -1.39 3.36 -4.42  0.13
C 2.51 -3.49 -4.44  0.00
C 0.57 -0.76 5.23  -0.03
C -1.00 -1.57 -2.24  -0.43
C -1.74 2.72 -3.61  0.02
C 4.09 1.13 -2.79  -0.02
H -5.76 -1.02 -4.65  0.11
H -0.89 -2.60 -1.87  0.07
H -5.45 -3.56 -3.70  0.11
C -5.17 -1.34 -3.81  -0.06
C -0.87 -1.42 7.07  -0.06
H 0.74 4.97 0.85  0.11
P 1.52 -1.53 -1.13  0.94
C -0.27 -1.24 2.91  -0.07
C -4.97 -2.67 -3.32  -0.06
H -0.45 5.64 2.86  0.13
C 0.10 4.69 2.94  -0.18
C 1.94 2.55 1.00  -0.10
H 0.00 -0.21 2.74  0.03
H -3.43 1.82 -0.89  0.14
H 1.98 -2.53 2.91  0.03
H 4.18 -0.78 -0.05  0.13
N 2.00 -2.66 -2.40  -0.22
C -1.42 -2.44 6.27  -0.06
C -0.90 3.59 2.85  -0.11
H -1.24 1.91 -0.04  0.05
H -3.05 4.08 -2.35  0.13
H -3.67 -3.36 -1.63  0.11
C 4.01 -0.20 -0.95  -0.07
C -1.05 -2.55 4.93  -0.04
C 4.82 0.68 -1.66  -0.02
H -2.50 2.93 1.61  0.10
Pd 0.51 -2.21 0.72  0.35
H 3.15 3.80 2.22  0.12
H 3.45 -5.35 -3.64  0.12